12
Properties=species:S:1:pos:R:3:forces:R:3:nbo_charge:R:1 method="wB97M-V/def2-TZVPD" spin_multiplicity=1 smiles=C#CC[C@H]1CO1 homo_energy_ha=-0.37123 homo_lumo_gap_ev=11.2
C 2.499433 0.154151 -0.267736 -0.368 -0.249 0.121 -0.257
C 1.492388 -0.447495 0.003091 0.434 0.270 -0.135 0.010
C 0.182544 -1.030799 0.308627 -0.041 -0.027 -0.003 -0.511
C -0.787788 0.102690 0.585548 0.192 0.062 0.094 0.071
C -1.344918 0.858117 -0.530339 0.099 0.221 -0.173 -0.112
O -2.134160 -0.082440 0.192715 -0.200 -0.150 0.048 -0.485
H 3.388055 0.693168 -0.510215 -0.104 -0.141 0.049 0.240
H 0.242915 -1.713162 1.164573 0.020 0.127 -0.122 0.241
H -0.190000 -1.610707 -0.544152 0.081 0.105 0.097 0.246
H -0.653512 0.607577 1.543539 -0.038 -0.066 -0.156 0.189
H -1.081985 0.563698 -1.547232 -0.058 0.028 0.176 0.183
H -1.612973 1.905198 -0.398423 -0.018 -0.179 0.004 0.186

=====

12
Properties=species:S:1:pos:R:3:forces:R:3:nbo_charge:R:1 method="wB97M-V/def2-TZVPD" spin_multiplicity=1 smiles="O=C1CC=CC1" homo_energy_ha=-0.34212 homo_lumo_gap_ev=10.3
O -1.402852 -0.885197 1.284441 -0.131 -0.360 -0.745 -0.545
C -0.876069 -0.568120 0.247894 0.024 -0.167 -0.204 0.612
C 0.442542 -1.179101 -0.327594 -0.046 -0.096 0.266 -0.546
C 1.242008 0.079661 -0.026151 -0.170 0.137 0.399 -0.162
C 0.402894 1.108497 0.195579 0.347 -0.035 -0.260 -0.173
C -0.974054 0.827940 -0.375089 -0.184 -0.016 0.540 -0.549
H 0.399516 -1.599279 -1.343457 -0.101 0.377 0.245 0.228
H 0.781220 -1.950697 0.367967 0.027 -0.138 -0.209 0.231
H 2.267130 0.051522 0.339612 -0.280 -0.098 0.021 0.214
H 0.520122 1.800484 1.024651 0.396 0.649 -0.751 0.225
H -1.752134 1.421242 0.091659 -0.135 -0.018 0.005 0.231
H -1.050320 0.893049 -1.479516 0.254 -0.235 0.693 0.232